The following is a DFT calculation (wB97M-V/def2-TZVPD) of a molecular structure, C10H13LuN3O5 at a distorted geometry.

The geometry in XYZ format:
```
32
Properties=species:S:1:pos:R:3:forces:R:3
O 0.461161 -0.042186 -5.591221 -1.711 -0.058 4.181
C 0.077260 -0.057515 -4.507191 1.914 0.310 -5.761
Lu -0.204686 -0.186544 -2.090871 -0.119 -0.029 2.896
O 2.253228 -2.354879 -3.417237 -3.623 3.090 2.300
C 1.457143 -1.676143 -2.927158 4.569 -4.163 -2.427
C -1.218655 1.831547 -2.829290 -3.293 5.638 -1.251
O -1.770307 2.810650 -3.089607 2.548 -4.393 1.056
C -1.462635 -1.758785 -3.377440 -4.082 -4.707 -3.145
O -2.074606 -2.494631 -4.026612 2.939 3.481 2.964
C 1.638715 1.116308 -2.851327 4.991 3.496 -2.433
O 2.500604 1.686511 -3.369156 -3.880 -2.555 2.473
C 2.395962 -0.074848 2.026329 0.580 0.109 -0.017
N 0.960491 -0.054251 2.245679 -0.806 -0.037 -1.411
C 0.510240 -0.296689 3.607548 -0.184 -0.046 1.009
C 0.157716 -0.076033 1.167684 0.363 -0.088 1.789
N 0.691073 -0.253794 -0.054461 -0.148 0.184 -2.010
N -1.189592 0.058144 1.305612 0.303 -0.302 -1.522
C -1.778590 0.846471 2.375331 -0.696 0.297 1.086
C -2.027879 -0.086060 0.116277 0.639 -0.034 0.733
H 2.874525 0.049335 2.995010 0.132 0.060 -0.208
H 2.706096 0.752047 1.375323 0.017 -0.091 0.222
H 2.728869 -1.031772 1.600715 -0.015 0.086 0.173
H 0.209719 0.631154 4.112281 0.100 -0.307 -0.127
H -0.306913 -1.026267 3.646234 0.292 0.156 -0.085
H 1.361991 -0.705250 4.158965 -0.305 -0.015 -0.097
H 1.707281 -0.361184 -0.003582 -0.433 -0.076 0.168
H -2.758465 1.202846 2.031965 0.333 0.008 0.168
H -1.950553 0.208904 3.260101 -0.013 0.592 -0.371
H -1.156814 1.723014 2.635155 -0.293 -0.484 -0.168
H -2.009620 0.841014 -0.497990 -0.044 0.021 -0.108
H -1.714679 -0.985197 -0.460231 -0.338 -0.079 0.266
H -3.068067 -0.235905 0.433164 0.265 -0.066 -0.344
```
Forces are in eV/Å.

Summary:
Total charge = +3
E_HOMO = -19.01 eV
Frontier orbital gap = 5.47 eV


The following is a DFT calculation (wB97M-V/def2-TZVPD) of 2 unconnected molecules or ions with the total composition C4H9N2O.

The geometry in XYZ format:
```
16
Properties=species:S:1:pos:R:3:forces:R:3
C -1.158975 0.482648 2.111199 -0.082 0.145 0.046
N -1.442210 -0.756985 2.526698 0.167 -0.033 0.343
O -0.780818 0.771566 0.987928 0.080 -0.038 -0.306
H -1.323184 1.247766 2.877938 -0.010 0.078 0.055
H -1.581213 -0.923093 3.510698 -0.110 -0.026 -0.080
H -1.197880 -1.542230 1.950620 -0.044 -0.116 -0.135
C 1.359017 0.050647 -0.925373 -0.076 -0.216 -0.139
C 2.099947 -1.038251 -1.048415 -0.078 0.257 0.046
C -0.625740 1.149288 -1.785884 0.198 -0.024 -0.024
N 0.210349 0.187119 -1.757269 -0.200 -0.109 -0.114
H 1.516529 0.861363 -0.235951 0.014 0.095 0.046
H 1.846565 -1.820390 -1.752993 0.071 -0.037 -0.009
H 2.983480 -1.159198 -0.442872 0.037 -0.068 0.033
H -1.438779 1.083126 -2.496810 -0.074 0.077 0.106
H -0.497160 2.005469 -1.138953 -0.002 -0.050 0.083
H 0.030072 -0.598844 -2.380562 0.107 0.064 0.049
```
Forces are in eV/Å.

Summary:
Total charge = +1
E_HOMO = -13.82 eV
Frontier orbital gap = 9.02 eV


The following is a DFT calculation (wB97M-V/def2-TZVPD) of C2H4FN3O4 in the gas phase at a distorted geometry.

The geometry in XYZ format:
```
14
Properties=species:S:1:pos:R:3:forces:R:3
C -0.926932 -0.541882 -0.067245 0.488 2.588 1.468
C 0.530508 -0.118447 0.387766 -1.310 -1.076 1.518
N -2.048196 0.363974 0.110142 1.108 1.428 -3.450
N 1.459687 -1.179415 -0.267750 -0.570 2.306 -0.713
N 0.861171 1.238151 -0.107909 -0.378 0.256 0.482
O 1.223974 -1.324424 -1.453611 0.618 -0.955 0.778
O 1.061737 1.319218 -1.285989 0.310 0.584 -0.704
O 2.351953 -1.584226 0.404052 0.610 -0.897 0.243
O 0.727335 2.127096 0.699509 0.245 0.104 -0.250
F 0.684935 -0.112280 1.752609 -0.025 -0.372 -1.759
H -1.061268 -1.381187 0.531044 -0.497 -1.872 0.802
H -0.772259 -0.756618 -1.074562 -0.304 -0.589 -1.590
H -2.126026 0.782726 0.998047 0.063 0.392 1.285
H -1.966616 1.167308 -0.626106 -0.356 -1.897 1.890
```
Forces are in eV/Å.

Summary:
Total charge = 0
E_HOMO = -10.68 eV
SMILES string = NCC(F)([N+](=O)[O-])[N+](=O)[O-]
Frontier orbital gap = 9.92 eV


The following is a DFT calculation (wB97M-V/def2-TZVPD) of C3H7NO2 in the gas phase at a distorted geometry.

The geometry in XYZ format:
```
13
Properties=species:S:1:pos:R:3:forces:R:3
C -1.417031 -0.536545 1.103965 -1.638 1.887 2.481
N -0.080566 -0.243754 1.125520 0.867 0.622 -0.970
C 0.652350 -0.637720 -0.177276 -0.630 1.836 3.570
C 0.897585 0.612740 -1.002201 3.196 -0.163 -1.117
O -0.054684 1.651980 -0.917692 4.189 1.772 -0.375
O -2.246748 -0.109442 1.927201 1.658 -0.919 -1.579
H -1.762983 -1.155866 0.261538 0.329 -0.207 0.087
H 0.275079 0.636319 1.673353 -1.202 -2.452 -1.404
H 1.578562 -1.073029 0.143720 0.597 -0.252 -0.186
H 0.068217 -1.404613 -0.629214 -0.556 -0.361 -0.518
H 1.963439 1.019400 -0.701915 -2.136 -0.622 -1.024
H 0.846559 0.154187 -2.020378 0.881 0.969 0.123
H -0.719776 1.086344 -0.786624 -5.555 -2.112 0.910
```
Forces are in eV/Å.

Summary:
Total charge = 0
E_HOMO = -9.97 eV
SMILES string = O=CNCCO
Frontier orbital gap = 10.72 eV


The following is a DFT calculation (wB97M-V/def2-TZVPD) of a molecular structure, C3H8N2S at a distorted geometry.

The geometry in XYZ format:
```
14
Properties=species:S:1:pos:R:3:forces:R:3
C 0.116556 -0.410391 1.771288 3.894 3.116 -1.687
C 0.164196 0.992365 -1.008663 1.751 1.848 1.996
C -0.437142 -0.251559 -1.478533 -1.340 -1.024 -1.314
H 1.158886 0.377983 2.299182 -2.589 -2.907 -1.757
H 0.520546 -1.412752 1.120718 -1.371 3.168 1.895
H -0.465403 -0.549880 2.623825 -0.735 -1.303 1.338
H -1.177732 1.366405 1.802237 1.563 -3.116 -2.130
H 0.909581 1.479546 -1.734959 -1.492 -0.186 1.200
H -1.082867 -0.738692 -0.798393 -0.990 0.671 1.026
H -1.028165 0.096904 -2.334176 -0.150 -0.184 -0.031
H 1.815739 -1.335076 -1.383571 -3.314 -1.448 -1.795
N -0.746785 0.611218 1.044295 -1.258 2.660 2.096
N -0.081086 1.564846 0.167226 1.137 -2.988 -2.458
S 0.333676 -1.790917 -2.090475 4.894 1.694 1.622
```
Forces are in eV/Å.

Summary:
Total charge = 0
E_HOMO = -8.52 eV
Frontier orbital gap = 8.58 eV


The following is a DFT calculation (wB97M-V/def2-TZVPD) of a molecular structure, C19H25ClNO9PS3Tc.

The geometry in XYZ format:
```
60
Properties=species:S:1:pos:R:3:forces:R:3
Tc -0.794314 0.721780 0.392294 -0.068 -0.066 -0.022
C -0.256122 -5.669771 -0.101744 -0.011 -0.018 0.006
C 1.120217 -5.116625 0.197808 -0.002 0.027 0.021
O 1.020379 -3.851252 0.856401 0.041 -0.046 -0.012
P 0.976898 -2.438278 0.068507 -0.002 -0.082 0.015
S -0.673445 -1.604385 0.938598 0.093 -0.016 0.116
S 1.055114 -2.611927 -1.862266 -0.014 0.064 -0.009
O 2.305543 -1.714553 0.580372 -0.075 0.162 -0.050
C 2.556656 -1.445325 1.969808 -0.034 -0.087 0.042
C 3.304104 -0.138285 2.080282 0.073 -0.011 -0.116
H -0.174071 -6.659861 -0.556442 0.004 0.004 -0.004
H -0.778428 -5.009699 -0.794269 0.001 0.002 -0.001
H -0.842107 -5.752582 0.814573 -0.002 0.008 -0.004
H 1.703391 -5.008578 -0.717370 -0.003 -0.002 -0.009
H 1.664455 -5.762041 0.889416 0.001 -0.006 -0.003
H 3.145922 -2.280047 2.357645 -0.008 -0.010 0.028
H 1.610040 -1.407633 2.513455 0.005 0.049 -0.016
H 4.209195 -0.169412 1.470360 0.014 -0.025 0.019
H 3.591411 0.041858 3.118191 -0.040 0.016 -0.001
H 2.681274 0.684437 1.736639 -0.076 0.057 0.037
O 1.445014 3.589422 1.006091 0.062 -0.018 -0.003
S 0.164957 3.078203 1.425507 -0.117 -0.152 -0.123
O -0.495300 3.823762 2.471266 0.051 0.058 0.012
O 0.308781 1.591950 1.884116 -0.045 -0.162 0.080
O -0.771354 2.849454 0.240048 0.001 0.120 0.057
O -1.738198 0.464669 -1.374806 0.107 0.074 0.002
C -2.889017 1.253252 -1.594259 0.042 -0.032 -0.011
C -4.131544 0.408355 -1.338894 -0.004 0.010 0.010
C -3.975269 -0.415219 -0.058290 -0.013 0.001 0.007
C -3.834650 0.417405 1.184491 0.015 -0.102 0.038
C -4.969901 0.744141 1.916883 0.005 -0.025 0.024
C -4.860929 1.450473 3.099195 -0.029 0.008 0.008
C -3.598709 1.800411 3.540787 0.028 -0.009 -0.013
C -2.507227 1.470146 2.762357 -0.041 0.030 -0.026
N -2.612968 0.816128 1.592725 0.056 0.140 -0.143
H -0.618311 0.595362 -2.327334 0.173 0.045 -0.088
H -2.888365 1.620291 -2.626639 -0.017 0.006 -0.001
H -2.882960 2.135595 -0.942761 0.006 0.000 0.005
H -4.287367 -0.281724 -2.171812 0.024 -0.013 0.010
H -5.012716 1.055461 -1.275881 -0.005 0.007 -0.014
H -3.100363 -1.056785 -0.159517 -0.006 -0.004 -0.001
H -4.845181 -1.061973 0.072319 -0.019 0.020 -0.016
H -5.933792 0.419206 1.547290 0.003 -0.001 0.000
H -5.743898 1.712511 3.668637 0.000 -0.011 0.004
H -3.441690 2.342104 4.462194 0.003 0.003 -0.001
H -1.508040 1.751393 3.055747 -0.023 0.010 0.023
Cl 6.691228 2.583388 -3.548034 -0.002 -0.001 0.001
C 5.079131 2.111042 -3.074428 0.017 0.007 0.000
C 4.653309 2.370238 -1.781907 0.007 -0.003 -0.011
C 3.376758 1.986133 -1.406303 -0.004 -0.003 -0.011
C 2.546396 1.362397 -2.331540 0.005 -0.006 0.018
C 2.980896 1.125010 -3.627973 0.016 -0.003 -0.030
C 4.262087 1.492455 -4.006432 -0.020 -0.001 0.020
C 1.187538 0.965319 -1.896376 0.042 -0.118 0.062
O 0.294222 0.801288 -2.817299 -0.346 0.010 0.152
O 0.975649 0.814584 -0.689041 0.138 0.092 -0.078
H 5.311356 2.868863 -1.084314 -0.003 0.000 0.004
H 3.000147 2.191610 -0.411199 0.000 0.013 -0.007
H 2.316387 0.641600 -4.330846 0.001 -0.009 0.002
H 4.627783 1.304260 -5.006030 -0.005 -0.002 -0.001
```
Forces are in eV/Å.

Summary:
Total charge = -1
E_HOMO (alpha / beta) = -4.99 / -4.72 eV
Multiplicity = 3
⟨S²⟩ = 2.01
Frontier orbital gap (alpha / beta) = 7.54 / 7.26 eV


How do the records compare in energy relative to the best compared isomer or geometry (same formula, charge and spin)? In the order shown, they have 0.0 165.2 0.0 234.2 581.0 8.0 kJ/mol.
How do the records compare in calculated total energy? In the order shown, they have -58878.6128 -9314.3035 -17509.8964 -8808.1013 -17050.7089 -96550.5145 eV.